[1]
Entry from the Open Molecules 2025 dataset: C61H51IKN3O2P2 as an isolated structure (ωB97M-V/def2-TZVPD).

orbital gap: 6.4 eV
charge: -2
E_LUMO: 3.961 eV
HOMO energy: -0.08863 hartree
2S+1: 1
energy relative to the best compared isomer or geometry (same formula, charge and spin): 0.0 kcal/mol

Cartesian coordinates (Å):
K1 0.018 -0.916 0.232
I1 -0.112 -3.914 2.169
C1 -0.528 -3.484 4.394
C2 0.279 -4.290 5.161
C3 0.120 -4.463 6.549
C4 -0.914 -3.842 7.187
C5 -1.768 -2.979 6.459
C6 -2.839 -2.354 7.142
C7 -3.670 -1.486 6.503
C8 -3.411 -1.178 5.156
C9 -2.380 -1.756 4.454
P1 -2.048 -1.076 2.774
C10 -1.993 0.726 3.038
C11 -3.098 1.559 3.221
C12 -2.933 2.920 3.385
C13 -1.658 3.469 3.373
C14 -0.557 2.654 3.186
C15 -0.718 1.287 3.009
C16 -3.645 -1.338 1.947
C17 -3.990 -0.539 0.854
C18 -5.109 -0.833 0.096
C19 -5.899 -1.931 0.408
C20 -5.555 -2.738 1.481
C21 -4.434 -2.448 2.242
C22 -1.545 -2.743 5.074
H1 1.067 -4.856 4.675
H2 0.797 -5.112 7.096
H3 -1.099 -3.985 8.246
H4 -2.974 -2.584 8.194
H5 -4.495 -1.010 7.019
H6 -4.028 -0.441 4.662
H7 -4.096 1.139 3.203
H8 -3.799 3.562 3.498
H9 -1.527 4.539 3.479
H10 0.440 3.074 3.138
H11 0.159 0.679 2.796
H12 -3.367 0.305 0.576
H13 -5.349 -0.207 -0.754
H14 -6.769 -2.167 -0.193
H15 -6.153 -3.608 1.722
H16 -4.168 -3.094 3.068
O1 -2.344 2.791 -0.397
C23 -2.069 1.996 -1.287
N1 -2.403 2.248 -2.624
C24 -1.776 1.261 -3.467
C25 -1.229 0.293 -2.375
O2 -0.669 -0.756 -2.672
N2 -1.457 0.783 -1.145
C26 -2.742 0.516 -4.361
C27 -2.272 -0.506 -5.188
C28 -3.151 -1.233 -5.969
C29 -4.512 -0.952 -5.940
C30 -4.983 0.054 -5.118
C31 -4.104 0.782 -4.328
C32 -0.596 1.869 -4.227
C33 -0.689 2.237 -5.562
C34 0.373 2.866 -6.197
C35 1.539 3.133 -5.504
C36 1.641 2.773 -4.166
C37 0.583 2.146 -3.535
H17 -2.431 3.217 -2.896
H18 -1.217 -0.741 -5.187
H19 -2.772 -2.034 -6.591
H20 -5.198 -1.529 -6.549
H21 -6.044 0.271 -5.076
H22 -4.469 1.554 -3.666
H23 -1.594 2.027 -6.117
H24 0.284 3.143 -7.240
H25 2.370 3.620 -6.001
H26 2.543 2.978 -3.604
H27 0.681 1.877 -2.490
N3 1.926 0.211 1.270
P2 3.050 1.190 1.003
C38 4.028 1.888 2.406
C39 3.835 3.178 2.885
C40 4.464 3.611 4.043
C41 5.298 2.753 4.744
C42 5.490 1.457 4.281
C43 4.854 1.031 3.129
C44 2.521 2.743 0.129
C45 1.158 2.997 0.081
C46 0.665 4.134 -0.547
C47 1.542 5.021 -1.156
C48 2.906 4.772 -1.130
C49 3.388 3.642 -0.489
C50 4.412 0.620 -0.105
C51 4.067 -0.347 -1.040
C52 5.000 -0.835 -1.937
C53 6.308 -0.366 -1.904
C54 6.670 0.591 -0.970
C55 5.726 1.082 -0.078
H28 3.185 3.861 2.350
H29 4.294 4.621 4.399
H30 5.786 3.086 5.653
H31 6.127 0.771 4.827
H32 4.990 0.010 2.792
H33 0.478 2.289 0.536
H34 -0.407 4.288 -0.556
H35 1.161 5.901 -1.662
H36 3.595 5.457 -1.613
H37 4.456 3.456 -0.474
H38 3.053 -0.731 -1.041
H39 4.704 -1.591 -2.656
H40 7.042 -0.754 -2.601
H41 7.690 0.958 -0.930
H42 6.022 1.829 0.647
C56 1.289 -5.657 -3.256
C57 0.825 -4.276 -2.766
C58 1.906 -3.238 -3.097
C59 -0.473 -3.886 -3.487
C60 0.612 -4.323 -1.311
C61 0.475 -4.353 -0.103
H43 1.447 -5.636 -4.340
H44 0.539 -6.413 -3.026
H45 2.223 -5.946 -2.772
H46 2.056 -3.182 -4.180
H47 2.851 -3.506 -2.623
H48 1.586 -2.256 -2.750
H49 -0.304 -3.895 -4.570
H50 -0.792 -2.887 -3.194
H51 -1.270 -4.593 -3.253

Atoms 1-2, force components in eV/Å:
K -0.1 -0.8 -0.2
I 0.1 0.1 0.0


[2]
Entry from the Open Molecules 2025 dataset: C61H57AsClN4PdSi as an isolated structure in a non-equilibrium geometry (ωB97M-V/def2-TZVPD).

orbital gap (alpha / beta): 4.3 / 5.0 eV
charge: -1
E_LUMO (alpha / beta): 1.153 / 1.134 eV
HOMO energy (alpha / beta): -0.11641 / -0.14154 hartree
2S+1: 3
<S²>: 2.017

Cartesian coordinates (Å):
Pd1 -0.818 -0.326 -0.354
C1 2.169 -4.193 3.528
C2 1.451 -4.552 2.398
C3 0.543 -3.667 1.849
C4 0.300 -2.427 2.433
C5 1.055 -2.067 3.541
C6 1.982 -2.940 4.085
Si1 -1.142 -1.357 1.749
C7 -2.678 -2.303 2.447
C8 -2.588 -3.503 3.142
C9 -3.666 -3.998 3.855
C10 -4.867 -3.312 3.871
C11 -4.982 -2.130 3.159
C12 -3.896 -1.634 2.465
C13 -1.436 0.161 2.928
C14 -1.436 0.071 4.315
C15 -1.749 1.168 5.099
C16 -2.092 2.375 4.511
C17 -2.150 2.464 3.132
C18 -1.826 1.367 2.357
H1 2.879 -4.885 3.962
H2 1.594 -5.525 1.950
H3 -0.002 -3.951 0.961
H4 0.913 -1.094 3.988
H5 2.566 -2.641 4.947
H6 -1.656 -4.047 3.147
H7 -3.559 -4.907 4.430
H8 -5.705 -3.689 4.441
H9 -5.909 -1.576 3.174
H10 -3.979 -0.694 1.940
H11 -1.202 -0.869 4.796
H12 -1.720 1.087 6.177
H13 -2.337 3.233 5.124
H14 -2.460 3.388 2.660
H15 -1.893 1.442 1.275
C19 3.830 2.042 4.931
C20 3.405 1.272 3.714
C21 2.412 1.723 2.867
C22 2.070 1.046 1.700
C23 1.024 1.699 0.854
C24 2.721 -0.146 1.356
As1 2.299 -1.327 -0.192
N1 1.365 -0.195 -1.260
C25 1.241 -0.284 -2.592
C26 1.915 -1.196 -3.436
C27 1.735 -1.166 -4.800
C28 0.880 -0.246 -5.390
C29 0.190 0.653 -4.586
C30 0.368 0.640 -3.226
C31 4.132 -1.272 -1.063
C32 4.802 -0.088 -1.373
C33 4.221 1.252 -1.042
C34 6.042 -0.134 -2.003
C35 6.652 -1.334 -2.323
C36 7.982 -1.376 -3.020
C37 5.979 -2.506 -2.015
C38 4.733 -2.491 -1.409
C39 4.044 -3.805 -1.167
C40 3.675 -0.642 2.259
C41 4.370 -1.951 2.040
C42 4.019 0.072 3.395
H16 3.286 2.978 5.012
H17 4.893 2.275 4.883
H18 3.664 1.462 5.838
H19 1.883 2.639 3.105
H20 0.483 2.443 1.440
H21 0.305 0.951 0.447
H22 1.499 2.199 0.009
H23 2.582 -1.918 -2.981
H24 2.257 -1.882 -5.420
H25 0.753 -0.228 -6.462
H26 -0.503 1.354 -5.036
H27 -0.175 1.333 -2.592
H28 3.146 1.242 -1.201
H29 4.662 2.029 -1.665
H30 4.414 1.492 0.005
H31 6.543 0.792 -2.251
H32 8.418 -0.382 -3.087
H33 7.867 -1.767 -4.032
H34 8.679 -2.026 -2.492
H35 6.437 -3.455 -2.260
H36 4.604 -4.615 -1.630
H37 3.036 -3.786 -1.584
H38 3.951 -4.009 -0.101
H39 3.676 -2.671 1.606
H40 4.735 -2.356 2.983
H41 5.222 -1.836 1.369
H42 4.771 -0.330 4.063
Cl1 -4.314 -2.383 -0.643
C43 -3.021 -3.499 -0.895
C44 -3.217 -4.821 -0.567
C45 -2.178 -5.725 -0.720
C46 -0.939 -5.282 -1.164
C47 -0.754 -3.963 -1.504
C48 -1.801 -3.023 -1.415
C49 -1.625 -1.672 -1.854
H43 -4.179 -5.139 -0.197
H44 -2.338 -6.764 -0.482
H45 -0.120 -5.981 -1.252
H46 0.214 -3.612 -1.847
H47 -2.550 -1.150 -2.121
H48 -0.844 -1.567 -2.610
N2 -3.971 6.240 -2.628
C50 -4.901 7.003 -3.272
C51 -4.916 8.328 -3.662
C52 -6.036 8.772 -4.349
C53 -7.098 7.915 -4.631
C54 -7.094 6.592 -4.235
C55 -5.980 6.119 -3.542
N3 -5.695 4.878 -3.065
C56 -4.488 4.955 -2.531
C57 -3.748 3.871 -1.972
C58 -4.330 2.602 -1.774
C59 -3.567 1.568 -1.288
N4 -2.264 1.675 -0.975
C60 -1.718 2.891 -1.129
C61 -2.392 3.986 -1.608
H49 -3.088 6.555 -2.267
H50 -4.085 8.987 -3.451
H51 -6.080 9.800 -4.680
H52 -7.943 8.302 -5.183
H53 -7.915 5.932 -4.462
H54 -5.373 2.470 -2.012
H55 -4.006 0.590 -1.123
H56 -0.678 2.989 -0.844
H57 -1.864 4.922 -1.710

Atoms 1-2, force components in eV/Å:
Pd -0.2 -0.7 -0.8
C 0.0 0.0 0.1


[3]
Entry from the Open Molecules 2025 dataset: a 3-piece molecular cluster, C61H60FI2N3O7 overall in a non-equilibrium geometry (ωB97M-V/def2-TZVPD).

orbital gap: 7.7 eV
E_LUMO: -1.157 eV
HOMO energy: -0.32507 hartree
SMILES string: COCCCCCCCCc1c(/C(I)=C(/C)I)c(CCCCCN)c2c(c1-c1cccnc1)C(=O)N(C[C@H](C)F)C2=O.O=C1c2ccccc2C(=O)c2ccccc21.O=C1c2ccccc2C(=O)c2ccccc21
2S+1: 1

Cartesian coordinates (Å):
C1 12.088 -2.820 0.530
O1 11.098 -1.769 0.537
C2 11.548 -0.656 -0.249
C3 10.640 0.607 -0.009
C4 9.459 0.743 -1.040
C5 8.449 1.882 -0.598
C6 6.942 1.404 -0.692
C7 6.006 2.104 0.374
C8 4.506 1.909 -0.097
C9 3.544 1.246 0.996
C10 3.054 -0.145 0.443
C11 2.190 -0.246 -0.759
C12 1.772 1.075 -1.434
I1 2.684 1.703 -3.297
C13 0.796 1.813 -0.834
C14 0.267 3.160 -1.440
I2 -0.132 1.186 1.029
C15 1.758 -1.536 -1.310
C16 0.889 -1.715 -2.586
C17 -0.368 -0.763 -2.661
C18 -1.653 -1.450 -3.330
C19 -2.821 -1.493 -2.255
C20 -3.911 -0.425 -2.676
N1 -3.356 0.962 -2.683
C21 2.198 -2.721 -0.573
C22 3.058 -2.643 0.627
C23 3.509 -1.366 1.158
C24 4.438 -1.360 2.379
C25 5.791 -0.823 2.185
C26 6.690 -0.824 3.358
C27 6.158 -1.383 4.590
N2 4.909 -1.882 4.802
C28 4.113 -1.871 3.704
C29 3.353 -4.096 1.141
O2 3.992 -4.417 2.100
N3 2.627 -4.880 0.209
C30 3.043 -6.280 0.001
C31 4.391 -6.383 -0.800
C32 4.553 -7.698 -1.633
F1 5.480 -6.180 0.086
C33 1.924 -4.225 -0.841
O3 1.270 -4.795 -1.675
H1 13.107 -2.451 0.234
H2 12.176 -3.244 1.560
H3 11.761 -3.571 -0.239
H4 12.576 -0.383 0.133
H5 11.650 -0.906 -1.342
H6 11.310 1.506 -0.050
H7 10.229 0.578 1.041
H8 8.957 -0.244 -1.237
H9 9.930 1.048 -2.021
H10 8.684 2.198 0.449
H11 8.574 2.727 -1.328
H12 6.551 1.704 -1.708
H13 6.875 0.282 -0.665
H14 6.163 1.726 1.417
H15 6.229 3.201 0.363
H16 4.518 1.200 -0.973
H17 4.076 2.865 -0.511
H18 2.675 1.937 1.170
H19 4.117 1.145 1.947
H20 -0.374 2.950 -2.345
H21 -0.399 3.708 -0.724
H22 1.112 3.839 -1.715
H23 0.498 -2.773 -2.580
H24 1.573 -1.655 -3.475
H25 -0.612 -0.256 -1.695
H26 -0.091 0.070 -3.376
H27 -1.333 -2.457 -3.697
H28 -1.993 -0.867 -4.231
H29 -2.453 -1.224 -1.224
H30 -3.241 -2.528 -2.198
H31 -4.748 -0.495 -1.928
H32 -4.306 -0.616 -3.710
H33 -4.120 1.592 -2.415
H34 -2.624 1.071 -1.977
H35 6.162 -0.435 1.214
H36 7.707 -0.398 3.223
H37 6.856 -1.401 5.467
H38 3.087 -2.305 3.828
H39 2.230 -6.908 -0.434
H40 3.241 -6.699 1.031
H41 4.396 -5.515 -1.522
H42 3.662 -7.935 -2.269
H43 5.440 -7.538 -2.307
H44 4.777 -8.602 -1.014
O4 -8.758 0.097 4.394
C34 -8.197 -0.529 3.517
C35 -8.946 -1.505 2.687
C36 -10.309 -1.688 2.904
C37 -11.025 -2.569 2.108
C38 -10.385 -3.271 1.090
C39 -9.024 -3.105 0.881
C40 -8.299 -2.227 1.682
C41 -6.840 -2.070 1.461
O5 -6.266 -2.738 0.622
C42 -6.094 -1.080 2.277
C43 -4.732 -0.896 2.057
C44 -4.032 0.053 2.791
C45 -4.691 0.820 3.748
C46 -6.046 0.629 3.980
C47 -6.751 -0.324 3.250
H45 -10.813 -1.140 3.691
H46 -12.087 -2.706 2.276
H47 -10.949 -3.949 0.461
H48 -8.528 -3.657 0.091
H49 -4.214 -1.487 1.310
H50 -2.974 0.197 2.614
H51 -4.146 1.566 4.314
H52 -6.553 1.227 4.728
O6 -4.083 5.653 -0.980
C48 -5.276 5.420 -0.994
C49 -5.783 4.058 -0.690
C50 -4.882 3.047 -0.366
C51 -5.347 1.781 -0.042
C52 -6.714 1.519 -0.039
C53 -7.615 2.518 -0.379
C54 -7.152 3.789 -0.711
C55 -8.123 4.846 -1.090
O7 -9.311 4.597 -1.161
C56 -7.618 6.212 -1.374
C57 -8.520 7.223 -1.696
C58 -8.063 8.511 -1.931
C59 -6.702 8.795 -1.845
C60 -5.799 7.788 -1.539
C61 -6.253 6.493 -1.307
H53 -3.817 3.248 -0.361
H54 -4.645 0.998 0.214
H55 -7.076 0.533 0.226
H56 -8.678 2.308 -0.380
H57 -9.580 7.007 -1.759
H58 -8.767 9.297 -2.178
H59 -6.347 9.804 -2.020
H60 -4.741 8.014 -1.477

Atoms 1-2, force components in eV/Å:
C -0.2 -0.1 -0.4
O 1.0 0.2 -0.5


Total energy: -4250.25470 -5691.10742 -3746.59032 (hartree)